Molecular formula: C48H130N6O14
Method: DFT, ωB97M-V with the def2-TZVPD basis set

Positions of all 198 atoms, in Å:
C1 -22.6760 7.9742 -20.0355
C2 -21.8337 7.7726 -18.7678
C3 -20.2832 7.9035 -18.9838
O1 -22.2556 8.7892 -17.8354
H1 -22.5648 7.2604 -20.8532
H2 -22.6332 9.0024 -20.3505
H3 -23.7197 7.8966 -19.7176
H4 -22.0248 6.8534 -18.2265
H5 -19.9052 8.9138 -19.1521
H6 -20.0132 7.2457 -19.8036
H7 -19.8361 7.5851 -18.0522
H8 -21.8358 9.6071 -18.1513
C4 -19.4047 1.6040 -5.9045
C5 -19.6718 1.5281 -7.4128
C6 -21.0085 2.1013 -7.7197
O2 -18.7353 2.3640 -8.1586
H9 -19.9815 0.7976 -5.5089
H10 -19.9132 2.5067 -5.5027
H11 -18.3768 1.4865 -5.5740
H12 -19.5558 0.5086 -7.7713
H13 -21.8155 1.4768 -7.3598
H14 -20.9201 2.1973 -8.7793
H15 -21.0749 3.1146 -7.3296
H16 -17.8544 2.2744 -7.7711
C7 -26.5955 3.6526 -9.9205
C8 -25.3578 2.9733 -9.5725
C9 -25.4998 2.0521 -8.3711
O3 -24.9223 2.2839 -10.7816
H17 -27.3424 2.8908 -10.1123
H18 -26.4692 4.2427 -10.8644
H19 -26.9829 4.3229 -9.1191
H20 -24.5416 3.6911 -9.4010
H21 -25.4621 2.5812 -7.4412
H22 -24.7424 1.2740 -8.3629
H23 -26.4754 1.6211 -8.5818
H24 -24.3142 1.5489 -10.5463
C10 -21.8074 -1.5278 -11.0573
C11 -22.8066 -0.4532 -11.3292
C12 -24.2466 -1.0117 -11.3363
O4 -22.8986 0.4943 -10.3241
H25 -21.9058 -2.4087 -11.7570
H26 -22.0332 -1.9047 -10.0250
H27 -20.8020 -1.0978 -11.2168
H28 -22.5535 0.0546 -12.3015
H29 -24.5218 -1.3821 -10.3480
H30 -24.3295 -1.8145 -12.0583
H31 -24.9730 -0.2132 -11.6068
H32 -22.0815 1.0065 -10.3637
C13 -22.1869 2.3842 -18.8154
C14 -21.7249 3.8074 -18.7215
C15 -21.6746 4.1536 -17.2648
O5 -20.4878 4.1300 -19.3304
H33 -22.2785 2.0504 -19.8314
H34 -23.1575 2.4148 -18.2677
H35 -21.5348 1.6769 -18.3156
H36 -22.4821 4.4542 -19.2040
H37 -21.2720 5.1750 -17.1568
H38 -21.1017 3.3943 -16.6938
H39 -22.6598 4.0598 -16.8667
H40 -19.9239 3.4414 -19.0302
C16 -22.9789 10.0296 -14.5444
C17 -21.9021 11.0252 -14.9619
C18 -22.4204 11.8344 -16.2231
O6 -21.5239 12.0284 -14.0316
H41 -23.8785 10.5915 -14.3553
H42 -22.5844 9.5863 -13.6142
H43 -23.2210 9.2216 -15.2295
H44 -20.9788 10.4777 -15.1553
H45 -22.5428 11.1462 -17.0854
H46 -21.5954 12.5464 -16.4299
H47 -23.3275 12.3825 -16.0293
H48 -20.9782 11.7069 -13.2807
C19 -22.3652 5.7331 -13.9830
C20 -22.0994 5.6676 -12.4968
C21 -22.9328 4.6453 -11.8183
O7 -20.7892 5.3081 -12.2394
H49 -22.3547 4.7251 -14.3509
H50 -21.6005 6.2911 -14.5158
H51 -23.3648 6.1015 -14.1576
H52 -22.3700 6.6413 -12.1341
H53 -22.7644 3.6257 -12.1582
H54 -24.0007 4.8517 -12.0638
H55 -22.8581 4.6189 -10.7477
H56 -20.2663 5.9571 -12.7638
C22 -27.2023 9.1407 -12.1393
C23 -26.2819 8.3890 -11.1573
C24 -25.3659 7.4506 -11.9711
O8 -25.4769 9.3773 -10.5169
H57 -28.1480 8.5738 -12.2640
H58 -26.6987 9.2003 -13.0737
H59 -27.4368 10.1181 -11.7387
H60 -26.9123 7.8851 -10.3966
H61 -24.9790 8.0053 -12.8222
H62 -25.9349 6.5740 -12.3214
H63 -24.5671 7.0453 -11.3591
H64 -24.7754 9.5474 -11.1470
C25 -20.1830 2.0221 -13.8149
C26 -19.8442 1.2394 -12.5722
C27 -18.4026 0.8349 -12.4941
O9 -18.2190 -0.1935 -13.4198
C28 -16.9814 -0.8142 -13.5097
N1 -20.4048 1.9670 -11.4215
H65 -20.0282 1.4164 -14.6950
H66 -19.5861 2.9335 -13.8514
H67 -21.2709 2.2868 -13.7727
H68 -20.3149 0.2508 -12.6109
H69 -18.2073 0.4180 -11.4444
H70 -17.6889 1.6545 -12.6935
H71 -16.9129 -1.5345 -12.6682
H72 -16.1472 -0.1448 -13.3951
H73 -16.8761 -1.3595 -14.4423
H74 -19.7929 2.0021 -10.6344
H75 -20.4695 2.9275 -11.7900
C29 -17.7803 5.9338 -15.2449
C30 -17.5762 6.2984 -13.7928
C31 -16.2384 6.9524 -13.6201
O10 -15.2428 6.1545 -14.0983
C32 -13.9380 6.6149 -13.8257
N2 -18.6469 7.2095 -13.3753
H76 -16.9325 5.3173 -15.5427
H77 -17.6932 6.7297 -15.9784
H78 -18.7230 5.3608 -15.4411
H79 -17.7203 5.4227 -13.1238
H80 -16.1259 7.1601 -12.5345
H81 -16.1796 7.9364 -14.1364
H82 -13.7599 7.5018 -14.3839
H83 -13.1774 5.8676 -13.9813
H84 -13.9771 6.8587 -12.7549
H85 -18.7138 8.0406 -13.9200
H86 -18.4806 7.5080 -12.4545
C33 -27.4697 3.8628 -17.7105
C34 -26.1751 4.4607 -18.2907
C35 -25.4689 5.5264 -17.4198
O11 -26.2663 6.6344 -17.2444
C36 -25.7214 7.6307 -16.3951
N3 -25.2271 3.3755 -18.5353
H87 -27.8920 3.1379 -18.4894
H88 -28.1144 4.7334 -17.4707
H89 -27.3492 3.2692 -16.7999
H90 -26.4855 4.9527 -19.2000
H91 -24.5091 5.7352 -18.0018
H92 -25.1756 5.1097 -16.4104
H93 -24.6476 7.7216 -16.3925
H94 -26.0258 7.5759 -15.3578
H95 -26.0539 8.5886 -16.7452
H96 -24.7340 3.5220 -19.3935
H97 -25.7489 2.5260 -18.5681
C37 -19.8410 6.0641 -7.0807
C38 -20.6949 6.0804 -8.4060
C39 -21.5146 7.4325 -8.5350
O12 -22.6047 7.4746 -7.6766
C40 -23.7583 6.9138 -8.2217
N4 -19.7350 5.9751 -9.4934
H98 -19.0029 6.7924 -7.2599
H99 -19.4580 5.0281 -7.0445
H100 -20.4746 6.2614 -6.2144
H101 -21.5244 5.3642 -8.5288
H102 -21.8148 7.4034 -9.6231
H103 -20.8344 8.2530 -8.4129
H104 -24.6426 7.3856 -7.7256
H105 -23.7406 5.7952 -8.2286
H106 -23.8475 7.2602 -9.2696
H107 -18.9877 5.3048 -9.3156
H108 -20.0960 5.8365 -10.4581
C41 -23.2421 11.8583 -9.2299
C42 -22.5027 11.8518 -10.5509
C43 -21.4277 10.7510 -10.5215
O13 -20.5098 10.8514 -11.6374
C44 -19.5864 9.7117 -11.5988
N5 -23.4642 11.6364 -11.6407
H109 -24.0171 12.6084 -9.1474
H110 -22.4828 12.0528 -8.4444
H111 -23.6169 10.8860 -8.9866
H112 -21.8574 12.7748 -10.6341
H113 -21.8712 9.7826 -10.4703
H114 -20.7737 11.0315 -9.6247
H115 -19.0111 9.7127 -10.6752
H116 -18.9464 9.7640 -12.4972
H117 -20.1928 8.8164 -11.5635
H118 -24.2160 12.2539 -11.4833
H119 -23.0533 11.7812 -12.5849
C45 -21.9576 -1.1295 -16.0216
C46 -23.3851 -0.6221 -16.0868
C47 -23.3146 0.6999 -15.2990
O14 -24.5864 1.2053 -15.1790
C48 -24.5494 2.3222 -14.3111
N6 -23.8491 -0.5656 -17.4813
H120 -21.6971 -1.8104 -16.8300
H121 -21.8587 -1.7446 -15.0894
H122 -21.3225 -0.2165 -15.9887
H123 -24.1227 -1.2721 -15.6118
H124 -22.5923 1.4085 -15.7664
H125 -22.9757 0.3840 -14.3087
H126 -25.5329 2.7604 -14.3442
H127 -23.9118 3.1284 -14.6737
H128 -24.2631 2.0152 -13.2594
H129 -23.1310 -0.1027 -18.0241
H130 -24.7134 -0.0659 -17.6529

Energy above the lowest of the compared OMol25 structures with the same formula, charge and spin in kcal per mole: 67.77
Frontier orbital gap in eV: 8.9
HOMO level in Ha: -0.3142


Molecular formula: C48H132AlF6N25O14P7S2
Method: DFT, ωB97M-V with the def2-TZVPD basis set

Positions of all 235 atoms, in Å:
Al1 -3.6550 -1.9310 2.6892
N1 -1.5688 -1.1353 5.3669
O1 -2.1816 -2.2166 5.2818
O2 -0.7827 -0.9546 6.2560
O3 -1.7800 -0.2949 4.5337
C1 0.5848 0.2556 1.4332
F1 0.3616 0.9798 0.3583
F2 1.8852 0.1424 1.6189
F3 -0.0280 0.7591 2.5256
S1 -0.1651 -1.5424 1.1989
O4 0.7596 -2.4320 0.5289
O5 -0.4059 -1.9722 2.5843
N2 -1.7619 -1.2954 0.6199
S2 -1.3979 -1.5261 -0.9497
O6 -0.1908 -0.8586 -1.4375
O7 -1.6222 -2.8904 -1.4321
C2 -2.8399 -0.5108 -1.7431
F4 -2.8806 -0.6485 -3.0140
F5 -4.0361 -0.8499 -1.2121
F6 -2.7344 0.8266 -1.5063
O8 -6.6237 -1.8218 2.5517
P1 -7.9440 -1.7209 1.8014
N3 -8.8852 -3.1700 1.6869
C3 -8.7390 -4.1557 2.7531
C4 -10.1310 -3.3285 0.9035
N4 -7.8918 -0.9729 0.3145
C5 -7.5137 0.4653 0.0151
C6 -7.4155 -1.7774 -0.8687
N5 -9.1029 -0.7750 2.6916
C7 -10.1633 -0.0582 2.1396
C8 -9.1095 -0.9110 4.1795
H1 -9.5899 -4.1163 3.4333
H2 -7.8730 -3.9379 3.3783
H3 -8.5428 -5.1101 2.2646
H4 -11.0144 -2.9049 1.3812
H5 -10.2974 -4.3624 0.6009
H6 -9.9932 -2.8348 -0.0584
H7 -8.0026 0.7235 -0.9243
H8 -7.8355 1.1624 0.7888
H9 -6.4360 0.4680 -0.1478
H10 -6.4473 -1.4041 -1.2023
H11 -7.2894 -2.8293 -0.6122
H12 -8.1095 -1.5669 -1.6824
H13 -10.7022 0.4602 2.9327
H14 -9.8129 0.6432 1.3824
H15 -10.8630 -0.6948 1.5981
H16 -9.7665 -1.7293 4.4741
H17 -9.4336 0.0681 4.5324
H18 -8.1216 -1.1210 4.5894
O9 0.6978 3.4502 -6.7390
P2 -0.2818 4.0490 -5.7631
N6 -0.8048 3.1511 -4.4226
C9 -1.4489 3.6672 -3.2228
C10 -0.5862 1.6922 -4.2714
N7 -1.7633 4.5641 -6.3960
C11 -2.0388 4.3746 -7.8807
C12 -2.7263 5.5045 -5.7495
N8 0.4576 5.4931 -5.1609
C13 1.3229 5.4953 -3.9737
C14 0.9103 6.4806 -6.1156
H19 -2.4224 3.1838 -3.1399
H20 -1.5233 4.7540 -3.2599
H21 -0.8213 3.4003 -2.3726
H22 -0.4206 1.2379 -5.2482
H23 -1.4583 1.2513 -3.7884
H24 0.2400 1.5342 -3.5782
H25 -2.4029 5.2286 -8.4519
H26 -1.1589 4.0087 -8.4099
H27 -2.8181 3.6133 -7.9162
H28 -2.1175 6.1449 -5.1113
H29 -3.2345 5.9987 -6.5776
H30 -3.4176 4.9669 -5.1006
H31 2.2251 4.9113 -4.1552
H32 1.6923 6.4693 -3.6529
H33 0.7517 5.0844 -3.1412
H34 1.1839 7.4393 -5.6751
H35 0.0664 6.6823 -6.7754
H36 1.6540 6.0154 -6.7626
O10 6.3804 -1.0727 4.7550
P3 4.9404 -0.7959 4.5793
N9 4.4420 -0.6007 2.9526
C15 4.8069 0.6805 2.3225
C16 4.5616 -1.7265 2.0148
N10 4.3509 0.5062 5.5007
C17 2.9622 0.8985 5.5776
C18 5.0607 0.7676 6.7641
N11 3.9845 -2.1419 5.1514
C19 4.4855 -3.0588 6.2312
C20 2.5149 -2.2409 4.8046
H37 4.3947 0.8630 1.3300
H38 5.8937 0.7348 2.2584
H39 4.5117 1.4990 2.9791
H40 5.1375 -1.4723 1.1249
H41 3.5849 -2.0703 1.6745
H42 4.9233 -2.5773 2.5923
H43 2.7923 1.9687 5.6956
H44 2.5007 0.6134 4.6322
H45 2.4766 0.2867 6.3378
H46 4.5045 0.2285 7.5310
H47 6.1048 0.4702 6.6672
H48 4.9833 1.8186 7.0428
H49 4.5341 -2.6169 7.2265
H50 3.8507 -3.9373 6.3460
H51 5.5023 -3.3724 5.9949
H52 2.2616 -3.2180 4.3931
H53 2.2026 -1.4922 4.0767
H54 1.9545 -2.2129 5.7392
O11 2.8869 -7.0332 -1.2995
P4 3.3225 -5.9171 -2.1062
N12 4.2085 -4.5768 -1.3133
C21 4.4362 -3.2214 -1.9565
C22 5.2661 -4.9460 -0.3770
N13 2.0052 -5.1295 -2.8566
C23 1.0944 -4.3153 -2.0536
C24 1.4020 -5.9088 -3.9528
N14 4.3669 -6.3091 -3.4893
C25 5.2676 -7.4612 -3.4037
C26 4.7932 -5.2991 -4.4372
H55 3.8992 -3.1094 -2.8984
H56 5.4682 -2.9003 -2.0976
H57 4.0196 -2.4892 -1.2649
H58 6.0878 -5.3845 -0.9432
H59 4.8293 -5.6533 0.3280
H60 5.5373 -4.0383 0.1622
H61 0.4454 -4.9873 -1.4921
H62 1.7005 -3.8274 -1.2903
H63 0.5979 -3.5359 -2.6317
H64 1.4130 -6.9744 -3.7235
H65 0.3328 -5.6974 -3.9701
H66 1.8314 -5.6162 -4.9110
H67 4.9320 -8.3680 -2.9005
H68 5.6375 -7.7519 -4.3869
H69 6.1980 -7.1028 -2.9632
H70 4.5878 -5.6146 -5.4602
H71 5.8441 -5.0405 -4.3069
H72 4.3248 -4.3216 -4.3227
O12 5.8510 0.5749 -4.1539
P5 4.9972 1.7642 -3.7118
N15 3.4572 1.3080 -3.1716
C27 2.5136 2.1433 -2.4237
C28 3.3071 -0.1040 -2.8483
N16 4.5784 2.8662 -4.9602
C29 3.7907 2.4070 -6.0396
C30 5.5333 3.8411 -5.4468
N17 5.6359 2.6245 -2.3307
C31 5.1347 3.9094 -1.8154
C32 6.6822 2.0111 -1.5012
H73 1.6917 1.5028 -2.1038
H74 2.2478 3.0118 -3.0263
H75 2.9735 2.5373 -1.5174
H76 3.8017 -0.7384 -3.5838
H77 2.2629 -0.3784 -2.6982
H78 3.8132 -0.2719 -1.8977
H79 4.2331 1.5664 -6.5742
H80 2.8242 2.1058 -5.6356
H81 3.4585 3.1900 -6.7213
H82 5.8570 4.4299 -4.5886
H83 6.4103 3.2990 -5.8004
H84 5.1914 4.5821 -6.1694
H85 4.2601 4.2821 -2.3487
H86 4.9884 3.9357 -0.7356
H87 5.8995 4.6762 -1.9386
H88 6.1485 1.7134 -0.5986
H89 7.4495 2.7189 -1.1876
H90 7.0766 1.1428 -2.0289
O13 -2.0221 5.3143 1.3116
P6 -0.9050 6.2820 1.0701
N18 0.5934 5.5910 0.5335
C33 0.8902 4.1899 0.7419
C34 1.7565 6.3558 0.0232
N19 -0.4975 7.0845 2.4463
C35 0.5174 8.1596 2.4302
C36 -0.6303 6.4013 3.7076
N20 -1.1734 7.5212 -0.0687
C37 -1.3810 7.0508 -1.4380
C38 -2.0785 8.5564 0.3783
H91 0.1135 3.6243 1.2565
H92 1.7988 4.0140 1.3177
H93 1.1753 3.6868 -0.1821
H94 2.6339 6.2124 0.6539
H95 1.5989 7.4343 0.0376
H96 1.9175 6.0257 -1.0031
H97 0.6884 8.5693 3.4257
H98 1.5419 7.8785 2.1862
H99 0.1831 9.0492 1.8965
H100 -1.5958 5.9169 3.8541
H101 0.0619 5.5594 3.7198
H102 -0.4250 7.1303 4.4915
H103 -1.4329 7.8620 -2.1641
H104 -0.5047 6.4699 -1.7259
H105 -2.2409 6.3936 -1.5679
H106 -2.2594 9.2641 -0.4308
H107 -1.6733 9.0981 1.2329
H108 -3.0311 8.1097 0.6629
O14 -1.9922 -4.3565 2.5810
P7 -1.3155 -5.6065 2.2989
N21 -1.0550 -6.1071 0.6269
C39 -2.0988 -5.7858 -0.3353
C40 -0.2765 -7.2946 0.1848
N22 -2.0815 -6.9192 3.1575
C41 -3.5138 -7.2039 3.0141
C42 -1.3788 -8.1979 3.4921
N23 0.2893 -5.5740 2.9889
C43 1.4983 -4.8626 2.4028
C44 0.3174 -5.5083 4.4375
H109 -1.7494 -5.6485 -1.3586
H110 -2.4044 -4.7693 -0.0872
H111 -2.9845 -6.4209 -0.3180
H112 -0.8738 -8.2062 0.1645
H113 0.4092 -7.4643 1.0149
H114 0.2518 -7.1583 -0.7588
H115 -4.1506 -6.4155 3.4152
H116 -3.6531 -7.2745 1.9353
H117 -3.8403 -8.1179 3.5101
H118 -0.3459 -7.9797 3.7634
H119 -1.7141 -8.6278 4.4359
H120 -1.4167 -8.8603 2.6273
H121 1.3850 -5.0787 1.3405
H122 1.5230 -3.7770 2.4977
H123 2.4428 -5.2638 2.7706
H124 -0.4559 -6.0567 4.9753
H125 0.2602 -4.4553 4.7131
H126 1.2427 -5.8144 4.9256
C45 -4.5146 3.1186 -0.1011
C46 -4.3732 1.9575 0.8290
N24 -4.1910 1.1098 1.5582
H127 -3.5225 3.4300 -0.4282
H128 -4.9770 3.9722 0.3945
H129 -5.1353 2.7665 -0.9250
C47 0.0958 2.8091 4.4911
C48 -0.3510 3.5278 5.6637
N25 -0.6862 4.1486 6.5681
H130 1.1792 2.8991 4.4113
H131 -0.3930 3.2273 3.6112
H132 -0.1445 1.7461 4.5086

<S²>: 0.76
Frontier orbital gap (spin up / spin down) in eV: 7.4 / 3.0
Multiplicity: 2
HOMO level (spin up / spin down) in Ha: -0.2814 / -0.2814


no.,strongest force on any atom (eV Å⁻¹)
1,3.1
2,5.8